1.
Density functional theory data (wB97M-V/def2-TZVPD) for C3H6N2O in the gas phase at a distorted geometry.

ORCA input file:
```
! wB97M-V def2-TZVPD RIJCOSX def2/J DEFGRID3
* xyz 0 1
C 0.71799 -0.16286 -1.63020
C -0.96533 -1.23202 0.07720
C 0.03914 1.41627 1.53478
H 1.44829 -0.24481 -0.74745
H 1.01164 -0.65095 -2.66269
H 0.18791 0.68412 -1.67183
H -1.46548 -2.14630 0.41521
H 0.63477 2.12757 1.60382
H -0.30238 1.15815 2.57452
N -0.99653 -0.34933 0.99327
N -0.23552 0.70382 0.56650
O -0.07449 -1.30366 -1.05312
*
```

Values from the calculation:
Energy above the lowest of the compared OMol25 structures with the same formula, charge and spin   122.15 kcal per mole
Kohn-Sham gap   10.4 eV
HOMO   -9.40 eV
SMILES   C=N/N=C\OC


2.
Density functional theory data (wB97M-V/def2-TZVPD) for C4H9NOS as an isolated structure at a distorted geometry.

ORCA input file:
```
! wB97M-V def2-TZVPD RIJCOSX def2/J DEFGRID3
* xyz 0 1
O -2.35730 1.25189 -0.93951
C -2.24170 1.00018 0.24274
N -1.14224 0.45684 0.79424
C 0.05423 0.17863 0.06703
C -0.08055 -0.07807 -1.29370
S 3.18008 0.43423 -0.13164
C 0.50799 -1.34084 0.13928
H -3.04456 1.21237 0.96070
H -1.15284 0.29383 1.78948
H 0.85850 0.86018 0.31776
H -0.99985 -0.43214 -1.72611
H 0.80077 0.05386 -1.90938
H 3.65063 1.16734 0.88589
H 0.81015 -1.44177 1.17785
H -0.28976 -2.05832 -0.01754
H 1.44646 -1.55820 -0.35710
*
```

Values from the calculation:
Energy above the lowest of the compared OMol25 structures with the same formula, charge and spin   115.43 kcal per mole
Kohn-Sham gap   4.8 eV
HOMO   -6.72 eV


It is found that the LUMO values, taken in the order of the records, are 1.022, -1.936 eV.